Molecular formula: C3H8N2O2
Method: DFT, ωB97M-V/def2-TZVPD

Summary:
- energy above the lowest of the compared OMol25 structures with the same formula, charge and spin (kcal per mole) = 173.1
- charge = 0
- Kohn-Sham gap (spin up / spin down) (eV) = 8.8 / 8.8

```
15
C3H8N2O2, DFT ωB97M-V/def2-TZVPD
C 0.771 1.609 -0.125
C -0.359 -0.782 0.619
C -1.239 -1.308 -0.474
N 1.058 0.246 -0.367
O 2.245 -0.042 0.353
N -0.643 1.521 0.502
O -1.567 1.716 -0.250
H 2.530 -0.887 -0.026
H 0.696 2.178 -1.052
H 1.413 2.097 0.609
H -0.889 -0.525 1.531
H 0.435 -1.459 0.915
H -1.722 -2.236 -0.145
H -2.051 -0.612 -0.703
H -0.678 -1.517 -1.386
```

The computed Löwdin charges, all in e, follow: -0.2182 -0.0953 -0.1393 -0.0718 -0.0890 -0.0607 -0.0126 0.0968 0.1111 0.1187 0.0815 0.0707 0.0779 0.0590 0.0714



Molecular formula: C5H14N2O2
Method: DFT, ωB97M-V/def2-TZVPD

Summary:
- energy above the lowest of the compared OMol25 structures with the same formula, charge and spin (kcal per mole) = 10.4
- charge = 0
- Kohn-Sham gap (eV) = 9.9
- SMILES = CCN[C@@H](C)C(N)=O.O

```
23
C5H14N2O2, DFT ωB97M-V/def2-TZVPD
C 2.796 0.434 -0.216
C 1.646 0.560 0.780
N 0.753 -0.605 0.753
C -0.514 -1.778 -0.999
C -0.405 -0.520 -0.150
C -1.687 -0.242 0.621
N -1.547 0.091 1.918
O -2.769 -0.169 0.057
H 2.380 0.363 -1.223
H 3.396 -0.463 -0.079
H 3.487 1.282 -0.175
H 1.986 0.728 1.807
H 1.084 1.436 0.459
H 1.293 -1.440 0.568
H -1.462 -1.827 -1.528
H -0.336 -2.661 -0.393
H 0.212 -1.749 -1.808
H -0.282 0.358 -0.785
H -2.373 0.344 2.433
H -0.751 -0.216 2.463
H -2.768 1.529 -1.081
H -1.665 2.174 -1.949
O -2.474 2.370 -1.472
```

The computed Löwdin charges, all in e, follow: -0.0961 -0.2705 -0.0572 -0.0330 -0.3206 -0.5052 0.1824 0.0260 0.0702 0.0671 0.0733 0.1059 0.1088 0.1000 0.0820 0.0851 0.0778 0.1348 0.1142 0.0999 0.0034 0.0182 -0.0666



Molecular formula: C18H20CoGeN11S4
Method: DFT, ωB97M-V/def2-TZVPD

Summary:
- energy above the lowest of the compared OMol25 structures with the same formula, charge and spin (kcal per mole) = 1.2
- charge = 0
- Kohn-Sham gap (spin up / spin down) (eV) = 7.0 / 7.0

```
55
C18H20CoGeN11S4, DFT ωB97M-V/def2-TZVPD
Co -1.793 -1.430 -0.574
N -0.834 -4.634 -0.728
C 0.026 -3.697 -1.219
N 1.230 -3.957 -1.714
N 1.718 -2.764 -2.056
N 0.861 -1.842 -1.785
N -0.244 -2.395 -1.248
C -1.884 -4.277 0.088
N -2.529 -5.122 0.859
N -3.479 -4.367 1.455
N -3.417 -3.152 1.068
N -2.383 -3.041 0.190
H -0.504 -5.582 -0.656
S -5.515 0.056 -2.375
C -4.183 -0.552 -1.677
S -3.656 -0.328 -0.027
S -2.992 -1.595 -2.375
C 2.664 1.113 -2.331
N 1.284 0.760 -2.015
C 0.286 1.549 -1.758
S -1.263 0.891 -1.102
N 0.240 2.861 -1.963
C 1.156 3.698 -2.731
H 3.281 0.278 -2.007
H 2.969 2.007 -1.791
H 2.817 1.250 -3.400
H 1.095 -0.281 -1.903
H -0.610 3.299 -1.648
H 1.595 3.131 -3.546
H 1.941 4.119 -2.103
H 0.578 4.511 -3.162
Ge -0.878 1.236 1.174
C -0.686 -0.534 1.903
C -1.665 -0.995 2.787
C -1.547 -2.246 3.372
C -0.455 -3.047 3.073
C 0.532 -2.598 2.203
C 0.420 -1.347 1.623
C 0.641 2.436 1.237
C 0.402 3.810 1.221
C 1.457 4.710 1.165
C 2.764 4.242 1.126
C 3.014 2.876 1.157
C 1.957 1.978 1.215
H -2.146 1.936 1.649
H -2.543 -0.394 2.994
H -2.327 -2.610 4.026
H -0.381 -4.035 3.508
H 1.376 -3.232 1.961
H 1.180 -1.021 0.923
H -0.616 4.185 1.259
H 1.261 5.774 1.163
H 3.588 4.943 1.089
H 4.034 2.512 1.151
H 2.166 0.915 1.254
```

The computed Löwdin charges, all in e, follow: -0.1285 0.1687 -0.4371 0.0574 -0.0457 -0.0864 -0.0359 -0.4542 0.0498 -0.0593 -0.0510 -0.0760 0.1493 0.5555 -1.7399 0.5496 0.6682 -0.0398 0.0112 -0.6284 0.7261 -0.0077 -0.0367 0.0954 0.0734 0.0903 0.0496 0.1203 0.0837 0.0836 0.0967 0.8437 -0.3857 -0.1325 -0.0744 -0.0605 -0.0710 -0.1363 -0.3529 -0.1300 -0.0823 -0.0814 -0.0808 -0.1069 0.0051 0.1006 0.1144 0.1139 0.1134 0.0850 0.1005 0.1071 0.1069 0.1093 0.0927



Molecular formula: C4H8O2
Method: DFT, ωB97M-V/def2-TZVPD

Summary:
- energy above the lowest of the compared OMol25 structures with the same formula, charge and spin (kcal per mole) = 53.1
- charge = 0
- Kohn-Sham gap (eV) = 9.6
- SMILES = C=CC(=C)O.O

```
14
C4H8O2, DFT ωB97M-V/def2-TZVPD
C 1.733 -0.430 1.220
C 0.770 0.009 0.401
O 0.125 1.204 0.648
C 0.555 -0.565 -0.941
C -0.234 0.030 -1.825
H 2.207 0.241 1.927
H 2.328 -1.280 0.928
H 0.785 1.880 0.830
H 1.213 -1.387 -1.200
H -0.861 0.820 -1.444
H -0.471 -0.320 -2.815
H -3.421 -0.123 1.096
H -1.940 -0.167 0.778
O -2.789 0.087 0.397
```

The computed Löwdin charges, all in e, follow: 0.0636 -0.4282 0.0013 -0.1278 0.0386 0.0661 0.0593 0.1135 0.1027 0.0569 0.0617 0.0388 0.0132 -0.0595



Molecular formula: C4H7Cl2PS
Method: DFT, ωB97M-V/def2-TZVPD

Summary:
- energy above the lowest of the compared OMol25 structures with the same formula, charge and spin (kcal per mole) = 0.0
- charge = 0
- Kohn-Sham gap (eV) = 9.6
- SMILES = CC(C)=CP(=S)(Cl)Cl

```
15
C4H7Cl2PS, DFT ωB97M-V/def2-TZVPD
C -0.770 -0.876 -1.375
C -0.055 -0.283 -0.414
C -0.617 -0.227 0.989
C 1.348 0.127 -0.675
P -0.145 -1.008 -3.062
S 1.606 -1.666 -3.417
Cl -1.450 -1.957 -4.058
Cl -0.509 0.807 -3.867
H -1.744 -1.313 -1.039
H -0.721 -1.235 1.252
H -0.021 0.408 1.574
H -1.575 0.261 0.881
H 1.802 0.446 0.243
H 1.534 0.928 -1.326
H 2.184 -0.591 -0.993
```

The computed Löwdin charges, all in e, follow: -0.2962 -0.3827 -0.0288 -0.1248 -0.5325 0.2230 0.3550 0.2639 0.1021 0.0760 0.0631 0.0876 0.0613 0.0565 0.0766



Molecular formula: HI3OP
Method: DFT, ωB97M-V/def2-TZVPD

Summary:
- energy above the lowest of the compared OMol25 structures with the same formula, charge and spin (kcal per mole) = 62.9
- charge = +1
- Kohn-Sham gap (spin up / spin down) (eV) = 5.3 / 5.3

```
6
HI3OP, DFT ωB97M-V/def2-TZVPD
O -0.179 0.626 -0.158
P 0.976 1.661 -0.245
I 0.209 3.625 -1.650
I 3.057 0.648 -1.367
I 1.543 2.610 2.926
H -0.747 0.026 -0.750
```

The computed Löwdin charges, all in e, follow: -0.4354 -0.0291 0.4719 0.4544 0.3669 0.1713